A molecular structure, C27H45BrN2OP2W at a distorted geometry. Source: the OMol25 dataset; level of theory: ωB97M-V/def2-TZVPD.

The calculation puts the total energy at -124152.4246 eV. As for the net charge: +4. For the HOMO-LUMO gap (alpha / beta), the calculation gives 0.19973 / 0.19059 Eh. The calculation puts the HOMO energy (alpha / beta) at -19.82 / -19.82 eV. The spin multiplicity is 3. For the max |F|, the calculation gives 3.6 eV/A.

The geometry in XYZ format:
```
79
Properties=species:S:1:pos:R:3:forces:R:3
W -0.856407 2.582019 0.022061 1.071 -2.986 -1.752
Br -3.315136 3.930685 -0.715559 1.287 -0.676 -2.012
P 1.286969 1.028978 0.263532 1.778 -0.155 -0.672
P -1.587629 0.838212 1.697349 -0.426 -0.021 1.422
O -1.260005 -3.209172 -0.624619 0.302 0.134 0.447
N 4.084006 -3.923769 -3.737053 0.461 0.101 -0.081
N 0.279322 -3.239506 1.034148 0.010 0.346 0.113
C -0.816186 2.928736 -2.272465 -0.917 -0.068 0.824
C 4.055963 -2.738468 -4.342418 -0.543 1.114 -0.660
C -1.984818 2.344378 -1.676700 -0.684 1.792 -0.170
C -0.873795 -3.680442 0.444646 0.010 -0.071 -0.081
C -4.313689 0.054659 1.343203 -0.491 0.032 0.195
C -2.487189 0.205839 4.329101 -0.652 0.057 -0.191
C 1.696224 2.776946 0.712722 0.868 0.139 0.624
C 2.611991 0.685385 -1.056986 -0.562 0.371 -1.085
C 1.765699 -2.360844 -3.666269 -0.672 0.325 -0.076
C 2.920252 -1.917706 -4.355737 1.103 0.199 -0.068
C -2.866297 -0.368549 1.151021 0.003 0.062 -0.959
C -2.416919 3.355188 3.072027 0.017 0.282 -0.476
C 0.611802 -1.535330 -3.459472 0.594 -2.268 0.009
C -1.265139 0.362443 3.438656 1.454 -0.118 0.218
C -0.339056 0.680495 -3.130200 1.259 0.433 -0.149
C 1.074961 3.971978 -0.065713 1.126 -0.175 0.103
C -1.525108 0.197537 -2.547432 -1.821 0.161 0.169
C -2.406351 1.028533 -1.861253 0.395 -1.022 -0.737
C 0.055810 2.014015 -2.903796 -0.204 -0.821 -0.963
C 1.810548 -3.638108 -3.058641 0.523 -0.357 0.298
C -1.989861 2.614684 1.779144 -1.720 -0.206 2.365
C 0.549372 -0.238476 -3.842655 -0.397 1.906 0.681
C 2.994416 -4.374300 -3.130732 -1.356 -0.011 0.314
C 2.246053 0.066479 1.561590 -0.493 -0.510 0.509
C 1.880491 0.156027 3.027539 -0.168 -0.160 0.364
C 3.439064 -0.610970 -1.049857 -0.168 -0.305 0.285
C -1.594268 -4.740221 1.238807 -0.156 -0.119 -0.218
H -3.117689 -0.621098 3.989933 0.068 0.106 0.180
H -0.743422 -0.604283 3.359535 -0.155 0.342 0.104
H 4.029431 -0.763386 -0.140814 -0.099 0.106 -0.297
H -2.654055 -1.316889 1.675969 0.230 0.488 0.030
H -2.539963 4.417262 2.823242 -0.123 -0.188 0.210
H 2.777313 2.723895 0.503856 -0.136 0.781 0.169
H 1.272913 0.200549 -4.518581 0.059 -0.035 0.040
H -4.958944 -0.706169 0.886150 0.116 0.157 0.097
H 2.974454 -0.912598 -4.799317 0.033 -0.712 0.038
H -1.576998 3.272710 3.773019 -0.390 -0.031 0.094
H -0.792197 4.006298 -2.416435 0.384 -0.130 -0.081
H -0.549777 1.085042 3.861909 -0.254 -0.301 -0.128
H 3.298502 1.545558 -1.044547 -0.244 -0.096 0.125
H -2.236702 -5.316034 0.569817 0.044 0.105 0.151
H 1.039583 2.346904 -3.209969 -0.162 0.196 -0.510
H -4.585414 0.116715 2.402326 0.033 0.067 -0.256
H 4.148737 -0.603031 -1.888636 -0.246 0.220 0.189
H -4.553972 1.011005 0.865103 0.046 -0.078 0.044
H -2.142178 -0.023492 5.343567 0.013 -0.002 -0.210
H -0.890243 -5.416730 1.737297 -0.179 0.155 -0.096
H -2.658606 -0.569477 0.090597 -0.027 -0.130 0.352
H 3.042652 -5.350279 -2.661985 0.143 -0.009 -0.064
H 0.871470 -2.615285 0.504276 -0.046 -0.279 0.102
H -1.801611 -0.841301 -2.720487 -0.152 0.220 0.209
H -3.344023 2.962522 3.502227 0.285 0.117 -0.190
H -1.006308 3.311998 1.616350 -0.197 -0.022 0.931
H 4.964412 -2.391063 -4.843150 -0.213 -0.295 0.201
H 2.760989 0.001264 3.660159 -0.071 0.113 -0.204
H 1.368865 4.888439 0.454258 -0.183 0.003 -0.028
H 1.179761 -0.635845 3.296504 0.110 0.209 0.014
H 2.077147 0.728091 -2.014115 0.351 0.073 0.143
H 2.802430 -1.490310 -1.189329 0.046 0.031 0.071
H 0.642113 -3.686634 1.867004 0.021 0.022 -0.319
H 1.610510 2.906455 1.797759 -0.089 0.074 -0.117
H 1.451467 1.121984 3.293069 0.126 0.025 0.140
H 0.964382 -3.984480 -2.475882 -0.029 -0.145 -0.152
H 1.506176 3.996548 -1.063145 -0.324 0.249 -0.150
H 2.191305 -0.989207 1.253114 -0.029 0.395 -0.106
H -2.653940 2.861927 0.898558 -0.624 -0.056 1.112
H -3.356412 0.717703 -1.456972 -0.078 -0.276 -0.083
H 3.308620 0.331448 1.438867 -0.486 0.442 -0.364
H -0.189929 -2.005059 -2.875214 0.304 0.243 -0.035
H -3.100414 1.109199 4.388861 0.117 -0.230 0.045
H -2.218425 -4.268413 2.009693 0.098 -0.108 -0.163
H -0.077101 4.200190 -0.162428 1.076 0.779 0.170
```
Positions in Å, forces in eV/Å.


A molecular structure, C20H58F6INO18SSi2 at a distorted geometry. Source: the OMol25 dataset; level of theory: ωB97M-V/def2-TZVPD.

The calculation puts the total energy at -111018.1550 eV. As for the net charge: 0. For the HOMO-LUMO gap, the calculation gives 0.30360 Eh. The calculation puts the HOMO energy at -8.81 eV. For the max |F|, the calculation gives 1.3 eV/A.

The geometry in XYZ format:
```
107
Properties=species:S:1:pos:R:3:forces:R:3
I 3.783392 2.496912 -0.797375 0.033 -0.322 0.192
S -1.220528 -2.126193 -0.054851 -0.290 0.009 0.060
Si 2.618945 -1.590375 -1.401653 -1.112 -0.213 0.611
Si 2.464578 0.782613 0.363663 -0.656 0.326 -0.120
F 0.633192 1.426925 -6.116401 0.272 -0.157 0.399
F 3.011128 -1.338154 -5.535226 -0.396 -0.048 0.390
F 1.730807 -2.592779 -4.264035 0.176 0.245 -0.052
F 2.650916 1.222887 -5.296281 -0.176 0.020 0.025
F 0.234127 -0.492399 -3.541290 0.149 0.025 -0.388
F 0.285518 -0.944124 -5.681396 0.274 0.199 0.353
O 4.001402 -1.934819 -0.525967 -0.316 0.224 -0.589
O 3.604091 5.215702 1.535321 0.123 0.028 0.131
O 5.697330 -2.433416 -1.775291 -0.041 0.063 0.039
O -0.830021 4.273405 -1.370130 0.000 0.054 -0.025
O 0.576340 3.285010 -4.281894 0.607 -0.080 -0.064
O 0.227077 5.807459 -6.041827 0.008 -0.050 -0.049
O 0.717667 3.946161 1.490039 0.056 0.077 0.177
O -5.248410 1.649750 3.165957 -0.028 -0.026 0.170
O 3.359495 4.962060 -4.056002 -0.271 -0.131 0.077
O -0.970654 -6.211191 -3.439600 -0.115 -0.016 0.139
O 4.061714 -0.277801 -3.354989 -0.535 -0.494 0.219
O -0.355912 -7.355768 5.804242 0.121 -0.045 0.027
O -1.732077 3.661375 5.169349 -0.073 -0.159 0.110
O 1.211618 1.792829 -2.720001 -0.134 -0.015 -0.560
O -2.101489 -7.794591 -0.595151 -0.021 -0.015 -0.079
O -5.264757 3.841480 7.145662 -0.043 0.109 0.012
O -0.776800 -6.194954 1.380893 0.024 0.148 0.193
O 1.810143 -0.339068 -0.681934 1.125 0.069 0.201
N 5.311871 -1.604111 -1.073487 0.503 -0.001 0.043
C 0.201440 -2.769826 0.851044 0.536 -0.367 -0.076
C 1.004718 -0.415319 -4.660646 -0.210 -0.322 -0.241
C 1.025827 2.075557 -3.865159 0.048 0.111 0.680
C 4.757247 4.862652 2.283992 -0.240 -0.032 -0.083
C 2.229102 -1.332599 -4.429013 0.229 -0.107 -0.198
C 0.889270 -7.919339 6.201967 -0.175 -0.001 0.009
C -2.301824 -9.095435 -1.135490 0.056 0.135 -0.011
C -1.384566 2.318133 5.519579 0.042 0.288 0.086
C -0.600696 4.168139 1.994041 0.232 -0.004 -0.213
C 1.335697 1.082704 -5.009065 -0.491 0.150 -0.346
C -1.999019 -5.229747 -3.306339 0.130 -0.005 -0.066
C 1.214511 -3.595483 0.034115 -0.105 0.044 -0.038
C 3.818929 5.844120 -3.027666 0.023 -0.145 -0.154
C -2.030181 3.960796 -2.071587 0.334 -0.034 0.057
C -6.382085 4.705202 6.978664 0.154 -0.067 -0.052
C -4.771167 2.664171 4.045990 -0.002 -0.065 -0.425
C 1.511225 -3.062478 -1.374556 0.567 -0.223 -0.120
C -0.213852 5.136040 -7.217535 -0.022 -0.010 0.151
C 3.085122 -0.972592 -3.171470 0.732 0.452 -0.294
C -0.559250 -6.739244 2.679336 -0.112 0.042 -0.260
H -5.267733 2.012656 2.277353 0.012 -0.026 -0.031
H 2.868097 4.668079 1.834736 -0.181 0.050 -0.107
H 5.577725 5.484787 1.933374 0.019 0.013 -0.006
H -1.583937 -4.252238 -3.048582 -0.044 0.014 0.035
H -1.054724 -7.832105 6.259606 -0.049 0.024 -0.009
H -0.594438 3.942514 3.054777 0.018 -0.011 0.040
H 0.891633 -4.634356 -0.042128 -0.236 0.074 0.014
H -3.132332 -9.547328 -0.598874 -0.014 0.007 0.016
H -0.900026 5.209382 1.853634 -0.065 -0.010 0.015
H -0.471026 -7.828561 2.638346 0.028 -0.003 0.075
H -2.550071 -9.045071 -2.198163 -0.010 -0.039 0.000
H -1.363973 -6.472313 3.365651 0.042 -0.008 0.069
H -2.865028 4.172309 -1.408578 0.000 0.010 0.023
H -1.319630 3.515177 1.493384 -0.039 0.022 0.013
H 1.047189 -7.818024 7.278803 0.054 -0.007 -0.006
H -2.123639 4.572904 -2.972657 -0.099 -0.035 -0.005
H 0.955071 -8.975369 5.926931 0.054 0.001 0.004
H -1.704494 2.094235 6.539592 0.015 -0.114 -0.018
H 0.543362 5.292307 -7.981645 0.019 0.014 0.000
H -0.637568 -1.053321 -0.603135 0.118 0.013 -0.003
H 2.046553 -3.845728 -1.925717 -0.039 0.027 -0.037
H -6.096751 5.754403 7.093925 -0.052 0.015 0.005
H 3.280030 0.166116 1.419537 0.171 -0.116 -0.164
H -3.763896 2.978644 3.763588 -0.007 0.102 0.113
H 1.332310 1.481699 0.973821 -0.047 0.008 -0.054
H 2.975630 6.050108 -2.374805 -0.013 -0.012 0.015
H -1.368388 -7.387981 -1.071533 0.001 0.041 -0.040
H -4.747532 2.251793 5.050898 -0.052 -0.074 -0.010
H -0.305663 2.169059 5.432898 -0.021 -0.119 -0.006
H 0.741613 -1.971633 1.358090 -0.283 0.208 0.012
H -0.221305 -3.422547 1.613917 -0.039 0.058 0.038
H 0.707802 4.146461 0.549063 -0.115 -0.023 -0.107
H -1.277399 4.241527 5.786126 -0.015 0.079 -0.032
H 2.142462 -3.619932 0.613894 0.016 -0.058 0.010
H -1.163582 5.541957 -7.575681 0.012 -0.017 -0.043
H -1.598240 -6.570036 1.042558 0.083 -0.113 -0.137
H -5.441466 3.530012 4.031029 0.059 0.048 0.110
H -2.047444 2.902848 -2.346587 -0.121 0.011 -0.037
H -2.652531 -5.555136 -2.500775 0.004 -0.017 0.019
H -1.895819 1.649989 4.831689 -0.019 0.033 -0.038
H 4.613666 5.377914 -2.441345 -0.020 0.052 0.045
H 1.671605 -7.373141 5.681201 0.002 0.017 -0.015
H 4.611685 5.044460 3.352890 0.060 -0.008 0.018
H -0.323269 4.062348 -7.042237 0.002 -0.007 -0.048
H 1.365457 3.866982 -4.348555 -0.196 0.346 -0.055
H -1.413904 -9.718953 -1.004240 -0.026 -0.039 -0.004
H 0.604453 -2.862687 -1.944430 -0.126 -0.004 0.086
H -7.104908 4.452358 7.749963 -0.005 -0.014 0.015
H -6.849979 4.565875 5.999884 -0.048 0.023 0.017
H -4.620261 4.062198 6.466543 0.074 -0.040 0.025
H 4.178339 6.781945 -3.455466 -0.012 0.019 0.046
H 4.093844 4.769961 -4.644018 0.004 -0.022 -0.032
H -0.098446 4.072831 -1.963689 0.047 -0.080 0.000
H 0.372107 -6.324373 3.057547 0.007 0.002 0.032
H -2.584587 -5.144126 -4.225098 -0.030 0.013 0.020
H 5.024573 3.812215 2.131879 0.060 0.004 0.023
H -0.438720 5.670339 -5.362610 0.004 0.026 0.039
H -0.383653 -5.933713 -4.147125 0.050 -0.022 0.004
```
Positions in Å, forces in eV/Å.